{
  "formula": "C46H84N15O3S",
  "method": "wB97M-V/def2-TZVPD",
  "species": ["C", "C", "C", "C", "C", "C", "C", "C", "C", "N", "C", "N", "S", "C", "C", "C", "N", "C", "C", "C", "C", "O", "C", "O", "C", "C", "C", "C", "C", "O", "C", "N", "H", "H", "H", "H", "H", "H", "H", "H", "H", "H", "H", "H", "H", "H", "H", "H", "H", "H", "H", "H", "H", "H", "H", "H", "H", "H", "H", "H", "H", "H", "H", "H", "H", "H", "H", "H", "H", "H", "H", "H", "H", "H", "H", "H", "H", "H", "H", "H", "H", "H", "H", "C", "C", "N", "H", "H", "H", "C", "C", "N", "H", "H", "H", "C", "C", "N", "H", "H", "H", "C", "C", "N", "H", "H", "H", "C", "C", "N", "H", "H", "H", "C", "C", "N", "H", "H", "H", "C", "C", "N", "H", "H", "H", "C", "C", "N", "H", "H", "H", "C", "C", "N", "H", "H", "H", "C", "C", "N", "H", "H", "H", "C", "C", "N", "H", "H", "H"],
  "positions_angstrom": [[2.776, 2.946, 1.898], [1.406, 3.295, 2.533], [0.485, 4.151, 1.625], [0.169, 3.525, 0.243], [-0.619, 2.196, 0.371], [-0.226, 1.296, -0.832], [-1.199, 0.115, -1.076], [-0.710, -1.336, -0.943], [0.282, -1.628, -2.107], [1.329, -0.630, -2.394], [1.428, -0.331, -3.832], [-0.013, -1.633, 0.359], [1.646, -1.030, 0.645], [-0.822, -1.143, 1.518], [-2.221, -1.832, 1.481], [-3.440, -0.880, 1.641], [-2.343, -2.854, 0.427], [-1.954, -4.108, 1.114], [-1.840, -5.560, 0.640], [-0.534, -6.071, -0.027], [0.769, -5.532, 0.558], [0.739, -5.636, 2.000], [1.343, -4.599, 2.615], [1.024, -4.219, 3.708], [-1.945, -2.398, -0.934], [-1.656, -3.578, -1.899], [-2.796, -4.600, -2.113], [-3.260, -1.746, -1.503], [-3.486, -1.427, -3.001], [-2.364, -1.241, -3.876], [-4.530, -2.333, -3.725], [-5.553, -1.520, -4.378], [3.563, 3.656, 2.178], [2.741, 2.861, 0.803], [3.086, 1.962, 2.273], [1.618, 3.894, 3.428], [0.896, 2.393, 2.904], [1.032, 5.105, 1.449], [-0.425, 4.398, 2.191], [1.093, 3.301, -0.309], [-0.379, 4.233, -0.394], [-1.702, 2.374, 0.381], [-0.254, 1.763, 1.311], [-0.280, 1.974, -1.699], [0.835, 1.077, -0.727], [-1.690, 0.267, -2.043], [-2.009, 0.279, -0.350], [0.779, -2.595, -1.890], [-0.232, -1.739, -3.063], [2.221, -1.041, -2.143], [2.183, 0.460, -3.945], [0.482, 0.056, -4.223], [1.793, -1.195, -4.413], [0.135, -2.647, 0.388], [1.424, 0.031, 1.460], [-0.917, -0.056, 1.567], [-0.234, -1.425, 2.402], [-2.214, -2.297, 2.474], [-3.835, -0.871, 2.666], [-3.246, 0.170, 1.389], [-4.257, -1.293, 1.038], [-1.027, -3.938, 1.708], [-2.724, -4.212, 1.896], [-2.694, -5.964, 0.086], [-1.877, -6.164, 1.561], [-0.514, -7.159, 0.148], [-0.525, -5.993, -1.123], [1.060, -4.530, 0.204], [1.571, -6.210, 0.224], [2.162, -4.078, 2.077], [-1.472, -3.240, -2.916], [-0.708, -4.024, -1.570], [-3.617, -4.549, -1.390], [-3.149, -4.631, -3.144], [-2.363, -5.598, -1.957], [-4.051, -2.445, -1.205], [-3.565, -0.855, -0.944], [-4.005, -0.456, -3.064], [-2.214, -2.015, -4.434], [-4.048, -3.063, -4.406], [-5.048, -2.936, -2.963], [-6.199, -2.122, -4.874], [-5.122, -0.838, -4.995], [4.312, -0.293, 4.865], [3.388, 0.823, 4.780], [2.660, 1.712, 4.713], [4.253, -0.920, 3.964], [5.328, 0.043, 4.951], [4.082, -0.923, 5.704], [-2.759, -5.767, -6.549], [-1.850, -5.378, -5.483], [-1.123, -5.070, -4.648], [-3.794, -5.561, -6.276], [-2.538, -5.220, -7.466], [-2.677, -6.831, -6.765], [-0.313, -0.055, 5.616], [-0.788, 0.722, 4.478], [-1.163, 1.353, 3.593], [-1.010, 0.007, 6.452], [-0.204, -1.109, 5.356], [0.657, 0.296, 5.964], [3.956, 7.307, -0.045], [2.640, 6.722, -0.256], [1.601, 6.262, -0.422], [4.671, 6.939, -0.780], [3.921, 8.392, -0.131], [4.339, 7.063, 0.945], [-2.134, 1.890, -6.012], [-3.506, 1.425, -6.122], [-4.591, 1.057, -6.209], [-1.476, 1.349, -6.693], [-2.048, 2.949, -6.251], [-1.747, 1.747, -5.002], [0.919, 3.272, -8.332], [-0.380, 3.882, -8.091], [-1.404, 4.366, -7.904], [1.369, 3.655, -9.247], [1.607, 3.477, -7.512], [0.833, 2.190, -8.433], [-4.263, -1.856, -8.742], [-2.978, -2.538, -8.739], [-1.967, -3.084, -8.735], [-4.996, -2.396, -8.144], [-4.180, -0.851, -8.328], [-4.666, -1.766, -9.750], [5.501, 1.192, 9.345], [5.289, 0.692, 8.003], [5.102, 0.292, 6.940], [5.045, 0.538, 10.088], [6.562, 1.269, 9.583], [5.064, 2.182, 9.474], [0.824, 1.953, 8.399], [1.705, 2.287, 9.513], [2.376, 2.548, 10.408], [-0.220, 2.096, 8.677], [1.023, 2.585, 7.533], [0.947, 0.917, 8.092], [-0.997, 7.853, 0.662], [-1.925, 8.970, 0.558], [-2.657, 9.850, 0.476], [-1.042, 7.213, -0.217], [0.030, 8.199, 0.762], [-1.220, 7.233, 1.531], [8.669, 2.542, 6.421], [9.195, 2.470, 7.778], [9.605, 2.412, 8.848], [9.202, 3.282, 5.826], [8.761, 1.585, 5.908], [7.614, 2.814, 6.418]],
  "mulliken_charge": [-1.26, 0.88, -0.87, -1.20, 2.04, -1.97, -1.00, 3.04, -2.22, 0.04, -1.05, 0.90, -0.07, 0.18, -0.51, -1.68, 0.49, -0.74, -1.27, -0.66, -0.31, -0.34, 0.21, -0.49, 2.19, -0.59, -2.43, -2.48, -0.60, -0.55, -0.36, -0.67, 0.34, 0.30, 0.12, 0.74, -0.84, 0.21, 0.41, 0.25, 0.40, 0.39, -1.57, 0.56, 0.64, 0.67, -0.42, 0.40, 0.29, 0.44, 0.37, 0.30, 0.33, -0.35, 0.07, -0.90, 0.80, 0.87, 0.40, 0.23, 0.39, 0.43, 0.45, 0.36, 0.63, 0.56, 0.26, -0.08, 0.51, 0.39, 0.59, 0.31, 0.45, 0.19, 0.40, 0.88, 0.29, 0.75, 0.31, 0.10, 0.26, 0.28, 0.14, -0.89, 0.42, -0.32, 0.34, 0.29, 0.32, -0.98, 0.56, -0.44, 0.28, 0.20, 0.35, -0.60, 0.55, -0.42, 0.40, 0.35, -0.25, -0.98, 0.50, -0.40, 0.30, 0.31, 0.29, -0.36, 0.45, -0.58, 0.21, 0.34, -0.09, -0.86, 0.49, -0.45, 0.32, 0.27, 0.28, -0.67, 0.47, -0.49, 0.23, 0.15, 0.33, -1.01, 0.32, -0.36, 0.32, 0.31, 0.27, -0.54, 0.21, -0.40, 0.37, 0.26, 0.13, -0.49, 0.12, -0.34, 0.25, 0.21, 0.25, -0.73, 0.33, -0.37, 0.31, 0.25, 0.22],
  "total_charge": 1,
  "lumo_energy_ha": -0.0944,
  "orbital_gap_ev": 8.55,
  "e_homo_ha": -0.4087
}

{
  "formula": "C5H10N2O2",
  "method": "wB97M-V/def2-TZVPD",
  "species": ["C", "C", "C", "C", "C", "N", "O", "N", "O", "H", "H", "H", "H", "H", "H", "H", "H", "H", "H"],
  "positions_angstrom": [[0.530, -1.076, 0.766], [-0.429, 2.564, -1.059], [0.397, -2.255, -0.167], [1.516, 1.115, -0.465], [0.210, 1.314, -0.518], [-0.097, -1.261, 2.005], [-1.765, 0.102, -0.704], [-0.536, 0.261, -0.005], [2.687, 0.993, -0.502], [-2.408, -0.058, 0.004], [1.576, -0.823, 0.932], [0.109, -0.508, 2.650], [-1.103, -1.337, 1.888], [-0.886, 2.364, -2.033], [-1.209, 2.924, -0.381], [0.309, 3.360, -1.186], [0.906, -3.136, 0.244], [-0.652, -2.512, -0.332], [0.845, -2.028, -1.137]],
  "nbo_charge": [0.16, -0.61, -0.65, 0.63, -0.15, -0.80, -0.58, -0.25, -0.49, 0.47, 0.21, 0.38, 0.36, 0.23, 0.22, 0.22, 0.22, 0.22, 0.23],
  "total_charge": 0,
  "lumo_energy_ha": 0.0223,
  "relative_energy_kj_mol": 548.37,
  "orbital_gap_ev": 7.44,
  "e_homo_ha": -0.2510
}

{
  "formula": "CH6BN",
  "method": "wB97M-V/def2-TZVPD",
  "species": ["B", "C", "N", "H", "H", "H", "H", "H", "H"],
  "positions_angstrom": [[0.469, -0.110, -1.211], [-0.420, -0.218, 1.115], [-0.179, 0.379, -0.122], [0.866, 0.851, -2.284], [0.957, -1.138, -1.569], [-0.655, 0.549, 1.800], [-1.240, -0.904, 1.059], [0.460, -0.838, 1.447], [-0.259, 1.429, -0.234]],
  "nbo_charge": [0.45, -0.40, -0.86, -0.13, -0.07, 0.20, 0.19, 0.19, 0.42],
  "total_charge": 0,
  "lumo_energy_ha": 0.0289,
  "relative_energy_kj_mol": 191.53,
  "orbital_gap_ev": 10.65,
  "e_homo_ha": -0.3625
}

{
  "formula": "C18H18N4Te4V",
  "method": "wB97M-V/def2-TZVPD",
  "species": ["V", "C", "N", "C", "C", "C", "C", "C", "C", "N", "C", "C", "C", "C", "C", "C", "N", "C", "C", "C", "C", "C", "N", "H", "H", "H", "H", "H", "H", "H", "H", "H", "H", "H", "H", "H", "H", "H", "H", "H", "H", "Te", "Te", "Te", "Te"],
  "positions_angstrom": [[-0.398, -0.970, 0.187], [1.028, 1.625, 0.692], [-0.317, 1.246, 0.226], [-0.607, 1.768, -1.128], [-0.665, 0.730, -2.233], [-0.965, 1.136, -3.523], [-1.026, 0.183, -4.527], [-0.778, -1.141, -4.217], [-0.486, -1.469, -2.905], [-0.431, -0.551, -1.934], [-1.307, 1.659, 1.238], [-1.224, 0.783, 2.468], [-1.700, 1.222, 3.691], [-1.698, 0.342, 4.763], [-1.210, -0.940, 4.580], [-0.732, -1.297, 3.331], [-0.734, -0.452, 2.298], [2.097, 0.755, 0.094], [3.339, 1.251, -0.261], [4.295, 0.372, -0.745], [3.968, -0.966, -0.867], [2.697, -1.379, -0.505], [1.775, -0.539, -0.026], [1.230, 2.685, 0.496], [1.057, 1.481, 1.774], [-1.560, 2.300, -1.111], [0.159, 2.502, -1.400], [-1.161, 2.180, -3.730], [-1.270, 0.475, -5.540], [-0.827, -1.918, -4.966], [-0.299, -2.489, -2.593], [-1.179, 2.713, 1.516], [-2.300, 1.545, 0.798], [-2.081, 2.229, 3.793], [-2.080, 0.655, 5.726], [-1.202, -1.660, 5.385], [-0.350, -2.289, 3.118], [3.549, 2.308, -0.158], [5.276, 0.730, -1.030], [4.677, -1.689, -1.245], [2.389, -2.413, -0.611], [-3.288, -0.947, 0.035], [-3.499, -3.156, -1.495], [-2.310, -4.873, 0.207], [0.148, -3.739, 0.336]],
  "lowdin_spin": [2.78, 0.01, 0.01, 0.01, 0.01, 0.00, 0.01, 0.00, 0.01, 0.01, 0.01, 0.01, 0.00, 0.01, 0.00, 0.02, 0.02, 0.01, 0.00, 0.01, 0.00, 0.02, 0.01, 0.00, 0.00, 0.00, 0.00, 0.00, 0.00, 0.00, 0.00, 0.00, 0.00, 0.00, 0.00, 0.00, 0.00, 0.00, 0.00, 0.00, 0.00, -0.01, 0.02, 0.02, 0.01],
  "total_charge": 0,
  "lumo_energy_ha": [-0.0002, -0.0044],
  "relative_energy_kj_mol": 0.00,
  "orbital_gap_ev": [5.87, 5.88],
  "e_homo_ha": [-0.2161, -0.2205],
  "multiplicity": 4,
  "s_squared": 3.77
}

{
  "formula": "C4H7ClN2S",
  "method": "wB97M-V/def2-TZVPD",
  "species": ["H", "N", "C", "N", "C", "S", "C", "C", "Cl", "H", "H", "H", "H", "H", "H"],
  "positions_angstrom": [[-1.011, 2.458, 1.049], [-0.668, 1.479, 0.866], [-1.562, 0.935, 0.148], [-1.348, -0.381, -0.323], [-0.372, -1.226, 0.058], [-0.586, -2.866, -0.081], [0.931, -0.654, 0.464], [1.549, 0.249, -0.582], [2.162, -0.696, -1.889], [-2.463, 1.374, -0.307], [-2.168, -0.896, -0.565], [1.555, -1.518, 0.681], [0.855, -0.095, 1.390], [2.391, 0.785, -0.080], [0.733, 1.052, -0.827]],
  "nbo_charge": [0.36, -0.67, 0.27, -0.63, 0.16, -0.09, -0.53, -0.41, -0.02, 0.18, 0.41, 0.24, 0.27, 0.22, 0.23],
  "total_charge": 0,
  "lumo_energy_ha": -0.0022,
  "relative_energy_kj_mol": 49.66,
  "smiles": "[H]/N=C/NC(=S)CCCl",
  "orbital_gap_ev": 8.56,
  "e_homo_ha": -0.3167
}

{
  "formula": "C31H54AlBF3N2O5",
  "method": "wB97M-V/def2-TZVPD",
  "species": ["C", "C", "O", "B", "O", "Al", "C", "C", "C", "O", "C", "C", "O", "C", "C", "C", "C", "C", "C", "C", "C", "C", "C", "C", "C", "C", "C", "C", "O", "C", "F", "F", "F", "H", "H", "H", "H", "H", "H", "H", "H", "H", "H", "H", "H", "H", "H", "H", "H", "H", "H", "H", "H", "H", "H", "H", "H", "H", "H", "H", "H", "H", "H", "H", "H", "H", "H", "H", "H", "H", "H", "H", "H", "C", "C", "C", "C", "N", "H", "H", "H", "H", "H", "H", "H", "C", "C", "C", "C", "N", "H", "H", "H", "H", "H", "H", "H"],
  "positions_angstrom": [[-0.990, -5.576, -0.460], [-0.548, -4.025, -0.230], [0.404, -3.893, 0.852], [0.396, -2.504, 1.352], [-0.091, -2.225, 2.701], [1.071, -1.048, 0.011], [-0.532, -0.522, -1.151], [2.003, 0.510, 0.957], [1.029, 1.534, 1.720], [-0.229, 1.808, 1.021], [0.027, 2.886, 0.100], [-1.161, 3.186, -0.929], [-2.460, 3.407, -0.322], [-3.247, 2.225, -0.266], [-3.902, 1.863, 1.119], [-4.830, 0.609, 1.290], [-5.176, -0.361, 0.095], [-6.148, -1.613, 0.296], [-5.969, -2.065, 1.859], [-5.625, -2.908, -0.552], [-7.711, -1.311, 0.112], [-8.127, -0.498, -1.204], [-7.920, 1.120, -1.067], [-7.519, -1.058, -2.583], [-9.748, -0.681, -1.341], [-4.479, 0.019, -1.264], [-3.566, 1.271, -1.439], [2.482, -1.848, -1.304], [2.494, -0.931, -2.459], [3.476, -1.292, -3.405], [3.395, -2.662, -3.759], [4.760, -0.900, -2.940], [3.213, -0.523, -4.592], [-1.910, -5.858, 0.182], [-0.142, -6.288, -0.122], [-1.196, -5.789, -1.562], [-1.515, -3.431, 0.001], [-0.142, -3.657, -1.250], [-0.906, -2.782, 2.775], [-1.484, -0.402, -0.511], [-0.769, -1.346, -1.919], [-0.240, 0.436, -1.713], [2.585, 1.091, 0.138], [2.744, 0.092, 1.721], [0.775, 1.182, 2.780], [1.594, 2.534, 1.816], [0.353, 3.860, 0.630], [0.940, 2.571, -0.544], [-1.131, 2.380, -1.735], [-0.883, 4.176, -1.463], [-3.711, 2.542, 2.028], [-5.261, 0.476, 2.345], [-4.889, -2.314, 2.124], [-6.624, -3.015, 1.961], [-6.454, -1.291, 2.559], [-5.239, -2.587, -1.587], [-4.777, -3.394, 0.061], [-6.492, -3.631, -0.718], [-8.140, -0.738, 1.011], [-8.245, -2.334, 0.074], [-7.089, 1.394, -1.824], [-8.861, 1.672, -1.428], [-7.639, 1.378, 0.010], [-7.308, -2.180, -2.593], [-6.634, -0.412, -2.922], [-8.339, -0.888, -3.386], [-9.960, -1.784, -1.559], [-10.315, -0.266, -0.443], [-10.073, -0.107, -2.294], [-4.622, -0.627, -2.198], [-3.118, 1.509, -2.463], [3.480, -1.824, -0.725], [2.144, -2.904, -1.587], [5.885, 1.261, -1.507], [6.249, 2.498, -0.694], [6.753, 2.163, 0.712], [5.686, 1.433, 1.479], [4.846, 0.859, 2.082], [5.065, 0.704, -1.047], [5.560, 1.547, -2.510], [6.744, 0.590, -1.607], [5.371, 3.149, -0.627], [7.025, 3.058, -1.225], [7.012, 3.080, 1.246], [7.648, 1.537, 0.660], [11.530, 1.167, 2.661], [11.527, 2.474, 3.446], [10.173, 3.186, 3.413], [9.807, 3.523, 1.996], [9.519, 3.789, 0.881], [11.332, 1.334, 1.599], [12.506, 0.681, 2.736], [10.775, 0.476, 3.048], [12.302, 3.133, 3.041], [11.795, 2.265, 4.486], [10.217, 4.107, 3.999], [9.394, 2.549, 3.842]],
  "mulliken_charge": [-1.15, 0.47, -0.49, 1.23, -0.58, -1.60, -0.08, 0.14, -0.81, -0.06, -0.31, -0.45, -0.45, 0.56, -0.59, -0.50, 0.36, 2.11, -1.72, -1.22, -1.67, 1.76, -1.16, -1.13, -1.63, -0.14, -0.82, -0.33, -0.23, 0.87, -0.26, -0.25, -0.29, 0.24, 0.29, 0.33, 0.04, -0.02, 0.22, -0.24, 0.40, -0.11, -0.14, 0.39, 0.25, 0.26, 0.35, 0.14, 0.12, 0.30, 0.26, 0.07, 0.33, 0.40, 0.39, 0.27, 0.28, 0.26, 0.28, 0.34, 0.21, 0.37, 0.23, 0.14, 0.19, 0.38, 0.39, 0.35, 0.44, 0.26, 0.25, 0.24, 0.28, -0.81, -0.68, -0.14, 0.27, -0.49, 0.05, 0.36, 0.34, 0.31, 0.36, 0.19, 0.20, -1.16, -0.40, -0.36, 0.27, -0.49, 0.35, 0.33, 0.31, 0.29, 0.31, 0.30, 0.30],
  "total_charge": -1,
  "lumo_energy_ha": 0.0715,
  "orbital_gap_ev": 6.27,
  "e_homo_ha": -0.1590
}

no.,E (eV)
1,-88380.1399
2,-12417.7892
3,-3299.9643
4,-79782.3418
5,-30598.7728
6,-61660.6498